One molecule with the formula C5H9NO2S, computed with wB97M-V/def2-TZVPD.

HOMO level ... -8.41 eV
Electronic energy ... -799.1607 Ha
Molar mass ... 147.2 g mol⁻¹
Kohn-Sham gap ... 9.04 eV
Largest force on an atom ... 5.638 eV/A
LUMO ... 0.63 eV

CARTESIAN COORDINATES (ANGSTROEM)
C1 0.24833 -2.24921 -0.53775
C2 -0.16852 -1.42416 0.37520
C3 -0.72008 -2.89855 0.40700
C4 0.76872 2.04400 1.45796
C5 -0.43419 -0.09934 0.86808
N1 0.55781 1.05769 0.49482
O1 -1.45499 0.47510 -1.68512
O2 -2.97518 -0.63961 -0.15378
S1 -2.10257 0.43220 -0.15912
H1 0.86681 -2.67922 -1.26699
H2 -1.71873 -2.87874 0.03519
H3 -0.32765 -3.72159 1.00391
H4 -0.18226 2.52838 1.92942
H5 1.39069 1.61750 2.25727
H6 1.42701 2.86534 1.09917
H7 -0.71130 -0.06171 1.87635
H8 -1.20124 -0.28189 -2.18755
H9 0.38055 1.30638 -0.49089

***

A 2-piece molecular cluster, C4H11NO overall, computed with wB97M-V/def2-TZVPD.

HOMO level ... -9.89 eV
Electronic energy ... -289.0113 Ha
Molar mass ... 89.1 g mol⁻¹
Kohn-Sham gap ... 10.74 eV
Largest force on an atom ... 1.115 eV/A
SMILES string ... CC(N)=O.CC
LUMO ... 0.85 eV

CARTESIAN COORDINATES (ANGSTROEM)
C1 -0.49104 -1.29984 1.33006
C2 -1.28232 -0.59350 0.28718
N1 -2.56224 -0.21512 0.60113
O1 -0.83317 -0.32691 -0.81326
H1 -1.08750 -1.67909 2.14800
H2 0.29344 -0.68366 1.75327
H3 0.06450 -2.10748 0.85064
H4 -3.09028 0.20408 -0.14124
H5 -3.10729 -0.71346 1.28342
C3 2.41690 1.58838 -0.16242
C4 2.15903 0.66720 -1.35905
H6 2.17823 1.09548 0.77528
H7 3.47203 1.84726 -0.15357
H8 1.87205 2.51039 -0.26858
H9 2.58593 -0.32947 -1.23924
H10 2.63006 1.09975 -2.23958
H11 1.09415 0.51233 -1.51737

***

One molecule with the formula C15H12BrN3O3S3, computed with wB97M-V/def2-TZVPD.

HOMO level ... -8.56 eV
Electronic energy ... -4737.3658 Ha
Molar mass ... 458.4 g mol⁻¹
Kohn-Sham gap ... 8.95 eV
Largest force on an atom ... 0.968 eV/A
SMILES string ... O=C(Nc1nccs1)[C@@H](NS(=O)(=O)c1ccc(Br)s1)c1ccccc1
LUMO ... 0.38 eV

CARTESIAN COORDINATES (ANGSTROEM)
O1 -0.15288 -0.63939 0.93016
C1 -1.32823 -0.34102 0.84791
N1 -2.28360 -1.24022 0.53000
C2 -1.95852 -2.50880 0.11212
N2 -2.83577 -3.36993 -0.27366
C3 -2.24186 -4.53369 -0.63609
C4 -0.89161 -4.55807 -0.51676
S1 -0.30200 -3.04566 0.07906
C5 -1.78705 1.08920 1.15916
N3 -0.83532 1.92553 0.45841
S2 -0.43006 1.46699 -1.09763
O2 -1.30420 0.42657 -1.55446
O3 -0.32200 2.67130 -1.86379
C6 1.17877 0.76890 -0.90078
C7 1.66254 -0.35717 -1.49055
C8 2.97598 -0.66288 -1.08107
C9 3.44247 0.25006 -0.18455
Br1 5.12107 0.24808 0.62542
S3 2.29603 1.49791 0.17122
C10 -3.23459 1.35406 0.82574
C11 -3.60718 2.04156 -0.32154
C12 -4.94798 2.25111 -0.60030
C13 -5.92446 1.78140 0.26067
C14 -5.55888 1.10058 1.41050
C15 -4.22166 0.88943 1.69281
H1 -3.24071 -0.94485 0.38230
H2 -2.86493 -5.33765 -0.98210
H3 -0.21971 -5.36129 -0.73778
H4 -1.62515 1.23420 2.23841
H5 -1.00590 2.91643 0.53211
H6 1.08323 -0.94430 -2.17805
H7 3.53959 -1.51200 -1.42158
H8 -2.85494 2.40488 -1.00530
H9 -5.22675 2.78483 -1.49584
H10 -6.96775 1.94733 0.03951
H11 -6.31447 0.73599 2.08977
H12 -3.93543 0.36434 2.59355

***

C15H17IN4OPt as an isolated structure, computed with wB97M-V/def2-TZVPD.

HOMO level (spin up / spin down) ... -14.30 / -14.28 eV
Total charge ... +2
Electronic energy ... -1292.4361 Ha
Molar mass ... 591.3 g mol⁻¹
Spin multiplicity ... 3
⟨S²⟩ ... 2.00
Kohn-Sham gap (spin up / spin down) ... 8.28 / 4.70 eV
Largest force on an atom ... 0.939 eV/A
LUMO (spin up / spin down) ... -6.02 / -9.58 eV

CARTESIAN COORDINATES (ANGSTROEM)
Pt1 0.40828 0.20063 0.64770
O1 2.89542 0.30112 0.67994
C1 3.39529 1.63653 0.73086
C2 2.26584 2.62563 0.66262
C3 2.54211 3.97944 0.78934
C4 1.51985 4.90181 0.67066
C5 0.23068 4.45214 0.40692
C6 0.01855 3.09862 0.29766
N1 1.01528 2.19822 0.44042
H1 3.64154 -0.30261 0.78480
H2 4.06079 1.81747 -0.11784
H3 3.96390 1.80246 1.64838
H4 3.56015 4.29606 0.97450
H5 1.72479 5.95921 0.77057
H6 -0.59443 5.13891 0.28608
H7 -0.96433 2.70846 0.06953
I1 -5.76560 1.07935 1.53799
C7 -3.95366 0.20203 1.02926
C8 -3.75645 -0.97525 0.33013
N2 -2.43296 -1.15175 0.21521
N3 -1.75648 -0.15361 0.80472
C9 -2.67098 0.68171 1.29908
H8 -4.47214 -1.67643 -0.06627
H9 -1.94919 -1.90425 -0.25609
H10 -2.39887 1.56472 1.85429
N4 0.76895 -2.02200 0.78596
C10 0.24667 -2.62561 -0.42548
C11 0.41574 -1.95304 -1.63405
C12 -0.06935 -2.50532 -2.80711
C13 -0.72966 -3.72813 -2.77516
C14 -0.91511 -4.38605 -1.56879
C15 -0.42539 -3.83934 -0.38816
H11 0.45059 -2.51208 1.61589
H12 1.78370 -2.04305 0.78670
H13 0.95129 -1.00153 -1.65018
H14 0.06181 -1.98791 -3.74772
H15 -1.09059 -4.17154 -3.69288
H16 -1.42978 -5.33687 -1.54075
H17 -0.54623 -4.36817 0.55125

***

A 2-piece molecular cluster, C7H11N5 overall, computed with wB97M-V/def2-TZVPD.

HOMO level ... -8.77 eV
Electronic energy ... -546.8956 Ha
Molar mass ... 165.2 g mol⁻¹
Kohn-Sham gap ... 7.82 eV
Largest force on an atom ... 5.809 eV/A
LUMO ... -0.94 eV

CARTESIAN COORDINATES (ANGSTROEM)
C1 2.81637 0.39157 0.52489
C2 2.42382 -0.85129 -0.33089
C3 1.26946 -0.74267 -1.36859
C4 -0.13074 -0.80844 -0.67231
C5 -2.04992 -0.07301 0.31812
C6 -0.83235 0.28586 -0.17596
C7 -0.49596 1.58616 -0.69075
H1 2.32439 1.39742 2.13392
H2 1.13510 0.16714 1.85106
H3 2.68717 1.56986 0.16756
H4 3.81400 0.08628 0.89721
H5 3.38640 -1.16976 -0.90400
H6 2.13506 -1.72018 0.33426
H7 1.30355 0.15737 -2.03084
H8 1.26624 -1.59143 -2.26049
H9 -2.87522 -2.01198 0.41651
H10 -3.30660 1.61124 -0.03600
H11 -3.91718 -0.12210 1.57930
N1 2.25702 0.31952 1.90745
N2 -0.85028 -1.87064 -0.27879
N3 -1.93614 -1.39290 0.42690
N4 -3.04703 0.75489 0.74916
N5 -0.13172 2.60298 -1.05837

***

One molecule with the formula C3H9N3O, computed with wB97M-V/def2-TZVPD.

HOMO level ... -8.48 eV
Electronic energy ... -359.0786 Ha
Molar mass ... 103.1 g mol⁻¹
Kohn-Sham gap ... 9.21 eV
Largest force on an atom ... 5.912 eV/A
SMILES string ... N/N=C\NCCO
LUMO ... 0.74 eV

CARTESIAN COORDINATES (ANGSTROEM)
N1 -1.10167 1.56463 -0.98523
N2 -2.12758 0.83583 -0.13128
C1 -1.50554 -0.00490 0.78586
N3 -0.26348 -0.32015 1.24948
C2 1.10072 -0.10768 0.60470
C3 1.32680 -1.25157 -0.56439
O1 0.92361 -0.54886 -1.60223
H1 -1.76402 2.05895 -1.54678
H2 -0.57188 2.38505 -0.60856
H3 -2.16029 -0.61148 1.51297
H4 -0.20577 -0.95616 1.98458
H5 1.95944 -0.23042 1.44845
H6 1.01868 0.91525 0.04142
H7 2.38869 -1.67882 -0.48174
H8 0.77075 -2.11822 -0.30731
H9 0.21156 0.06853 -1.39996